C3H4N2O2 | ωB97M-V/def2-TZVPD

CARTESIAN COORDINATES (ANGSTROEM)
H  -1.70426  -1.73924  -1.91567
N  -1.63644  -1.29386  -1.00489
C  -0.50147  -1.00626  -0.61468
N  0.85328  -1.03558  -0.72666
C  0.27476  -0.41383  0.48538
C  0.30456  1.06710  0.55654
O  0.55231  1.77611  -0.38679
O  0.04326  1.52774  1.78114
H  1.34151  -0.43384  -1.37801
H  0.41817  -0.94655  1.41649
H  0.05431  2.49822  1.78715

Calculated values
- gap between HOMO and LUMO (Eh) = 0.38892
- SMILES = [H]/N=C1\N[C@H]1C(=O)O

Results of the natural (NBO) charge analysis, in e, for atoms 1 through 6:
1. H 0.3585
2. N -0.6373
3. C 0.4736
4. N -0.5802
5. C -0.2556
6. C 0.7698